[1]
{
  "formula": "C25H39N3O11P2",
  "method": "ωB97M-V/def2-TZVPD",
  "species": ["C", "C", "C", "C", "N", "N", "C", "C", "C", "C", "C", "N", "P", "P", "O", "O", "O", "H", "H", "H", "H", "H", "H", "H", "H", "H", "H", "H", "H", "H", "H", "H", "O", "C", "C", "C", "C", "O", "H", "H", "H", "H", "H", "H", "O", "C", "C", "C", "C", "O", "H", "H", "H", "H", "H", "H", "O", "C", "C", "C", "C", "O", "H", "H", "H", "H", "H", "H", "O", "C", "C", "C", "C", "O", "H", "H", "H", "H", "H", "H"],
  "coordinates": [[0.78349, 3.85182, 1.19042], [0.24626, 2.89406, 0.28331], [1.14778, 1.89683, -0.55686], [1.49946, 0.57584, 0.19432], [1.70864, -0.23809, 0.98986], [2.30461, 2.65570, -1.04234], [3.54255, 2.41321, -0.27605], [4.59574, 3.58799, -0.55748], [3.97527, 5.03214, -0.42708], [0.26711, 1.46643, -1.82914], [1.02297, 0.43944, -2.72402], [1.87215, -0.13024, -3.26721], [-0.35155, 2.98124, -2.76481], [-2.18552, 2.51054, -3.84328], [-2.18620, 3.37737, -5.07347], [-3.49088, 2.84288, -2.84492], [-2.20449, 0.89616, -4.31020], [0.85944, 4.90792, 0.79484], [1.08094, 3.62947, 2.24575], [-0.87406, 2.91900, 0.17001], [2.43880, 2.56840, -2.05069], [3.40388, 2.39085, 0.83399], [4.05806, 1.47276, -0.63635], [5.17328, 3.42645, -1.50553], [5.35257, 3.48942, 0.27951], [2.87023, 5.08476, -0.60610], [4.16510, 5.51611, 0.57636], [4.45652, 5.70128, -1.19997], [-0.63316, 0.91774, -1.41881], [0.61357, 3.28318, -3.77176], [-3.30504, 3.70566, -2.42024], [-2.99729, 0.52135, -3.86268], [-6.25693, 0.19735, -2.79750], [-6.23000, 0.68233, -3.89452], [-7.40056, 1.28345, -4.63148], [-6.87878, 1.35826, -6.05607], [-5.38765, 1.52094, -5.84746], [-5.09672, 0.80062, -4.63811], [-7.60765, 2.27371, -4.22075], [-8.27905, 0.64543, -4.55531], [-7.32024, 2.16241, -6.64482], [-7.08076, 0.41464, -6.57031], [-5.09745, 2.56553, -5.70852], [-4.80964, 1.10165, -6.67037], [0.25228, -5.30440, 4.40354], [0.28136, -4.80434, 3.31334], [-0.88451, -4.16570, 2.59731], [-0.37782, -4.07999, 1.17010], [1.11735, -3.95319, 1.36716], [1.40781, -4.69776, 2.55982], [-1.06547, -3.17671, 3.02389], [-1.77660, -4.78501, 2.67204], [-0.80798, -3.25674, 0.59918], [-0.60582, -5.01018, 0.64225], [1.42909, -2.91637, 1.51950], [1.67617, -4.37045, 0.52904], [6.70149, -1.95743, 1.59365], [6.14802, -2.95312, 1.21826], [4.75478, -3.39352, 1.59634], [4.75189, -4.84624, 1.17150], [5.73255, -4.85369, 0.01840], [6.69515, -3.83820, 0.33853], [4.02970, -2.80299, 1.03140], [4.58721, -3.28785, 2.66656], [3.76559, -5.22101, 0.89832], [5.13394, -5.46679, 1.98643], [5.25822, -4.59660, -0.93299], [6.23549, -5.81497, -0.08761], [-0.90160, 1.84100, 4.40063], [-1.58807, 0.98369, 4.88461], [-1.09673, -0.23918, 5.62172], [-2.33470, -1.11787, 5.64086], [-3.45627, -0.10125, 5.62787], [-2.94842, 1.00980, 4.87493], [-0.78743, 0.05225, 6.62745], [-0.27300, -0.71188, 5.08967], [-2.37868, -1.79593, 6.49334], [-2.37061, -1.72054, 4.72905], [-3.71383, 0.24679, 6.63188], [-4.35536, -0.48762, 5.14785]],
  "e_homo_ev": -8.064,
  "smiles": "C=C[C@](C#N)(NCCC)[C@H](C#N)PP(=O)(O)O.O=C1CCCO1.O=C1CCCO1.O=C1CCCO1.O=C1CCCO1",
  "e_above_lowest_ev": 0.000,
  "orbital_gap_ev": 7.008,
  "multiplicity": 1
}

=====

[2]
{
  "formula": "C38H35MnOP2",
  "method": "ωB97M-V/def2-TZVPD",
  "species": ["Mn", "P", "C", "O", "P", "C", "C", "C", "C", "C", "C", "C", "C", "C", "C", "C", "H", "H", "H", "H", "H", "C", "C", "C", "C", "C", "H", "H", "H", "H", "H", "C", "C", "C", "C", "C", "H", "H", "H", "H", "H", "C", "C", "C", "C", "C", "H", "H", "H", "H", "H", "C", "C", "C", "C", "C", "H", "H", "H", "H", "H", "C", "C", "C", "C", "C", "H", "H", "H", "H", "H", "H", "H", "C", "H", "H", "H"],
  "coordinates": [[0.34621, 0.04942, 0.44065], [0.13692, 2.19647, -0.07890], [-0.78952, 0.10628, 1.77785], [-1.67703, 0.03386, 2.56797], [-0.03833, -2.17773, 0.09646], [0.07286, 3.18295, 1.48021], [-1.41436, 2.72391, -0.89723], [1.46011, 2.97017, -1.08591], [1.47735, -3.15981, -0.27560], [-0.73002, -3.07145, 1.55597], [-1.20133, -2.66634, -1.24336], [1.19339, 3.89001, 1.94128], [1.11984, 4.58612, 3.15422], [-0.06725, 4.58890, 3.89570], [-1.18411, 3.89258, 3.42956], [-1.11843, 3.19819, 2.22303], [2.11548, 3.91092, 1.35606], [1.98987, 5.12955, 3.52875], [-0.11801, 5.12573, 4.84388], [-2.10732, 3.88821, 4.00449], [-2.00469, 2.68780, 1.84230], [2.80539, 2.76939, -0.71360], [3.81952, 3.37039, -1.45835], [3.52154, 4.17443, -2.57188], [2.18301, 4.35906, -2.94412], [1.15959, 3.74914, -2.21087], [3.09590, 2.15780, 0.15789], [4.83768, 3.17730, -1.11715], [4.31812, 4.63918, -3.15704], [1.90903, 4.96590, -3.81410], [0.12808, 3.89843, -2.52958], [-1.92324, 4.01472, -0.70468], [-3.09328, 4.40740, -1.35304], [-3.75170, 3.52624, -2.21311], [-3.22770, 2.24744, -2.43511], [-2.05105, 1.85274, -1.79785], [-1.41943, 4.71996, -0.03814], [-3.49927, 5.40071, -1.17428], [-4.67105, 3.85015, -2.69735], [-3.70768, 1.53740, -3.11176], [-1.62135, 0.87681, -2.02940], [-2.01053, -3.64695, 1.54887], [-2.50708, -4.26621, 2.69973], [-1.73499, -4.32013, 3.86380], [-0.45144, -3.75398, 3.87132], [0.05308, -3.14683, 2.71831], [-2.60521, -3.63730, 0.63597], [-3.50181, -4.71431, 2.65623], [-2.12052, -4.81385, 4.75680], [0.17308, -3.78727, 4.76381], [1.07517, -2.75747, 2.73562], [2.45768, -2.59910, -1.12080], [3.66438, -3.26822, -1.33536], [3.90601, -4.50792, -0.72978], [2.91919, -5.08971, 0.07659], [1.70751, -4.42186, 0.28920], [2.28584, -1.65398, -1.62846], [4.40959, -2.81284, -1.99449], [4.84964, -5.02904, -0.88843], [3.07769, -6.05157, 0.57155], [0.95039, -4.88005, 0.92664], [-0.96193, -3.77109, -2.07038], [-1.90458, -4.15233, -3.02816], [-3.07244, -3.40524, -3.19663], [-3.30690, -2.27633, -2.39987], [-2.37592, -1.91104, -1.42428], [-0.03307, -4.33034, -1.95549], [-1.71958, -5.02901, -3.64975], [-3.78938, -3.72469, -3.95288], [-4.21618, -1.68347, -2.52211], [-2.57257, -1.04527, -0.78918], [1.23860, 0.24688, -1.43671], [1.20107, -0.41343, -0.76210], [1.95242, -0.02987, 1.41068], [1.92469, -0.91746, 2.05041], [2.76386, -0.08109, 0.67074], [2.00056, 0.90204, 1.99471]],
  "e_homo_ev": [-14.199, -14.437],
  "orbital_gap_ev": [6.506, 5.335],
  "total_charge": 2,
  "multiplicity": 5
}

=====

[3]
{
  "formula": "C60H71F40N2O6Si",
  "method": "ωB97M-V/def2-TZVPD",
  "species": ["C", "C", "C", "N", "C", "C", "C", "C", "C", "C", "C", "C", "C", "C", "Si", "C", "C", "C", "C", "C", "C", "C", "C", "C", "C", "C", "C", "N", "C", "C", "C", "O", "C", "C", "C", "C", "C", "C", "C", "H", "H", "H", "H", "H", "H", "H", "H", "H", "H", "H", "H", "H", "H", "H", "H", "H", "H", "H", "H", "H", "H", "H", "H", "H", "H", "H", "H", "H", "H", "H", "H", "H", "H", "H", "H", "H", "H", "H", "H", "H", "H", "H", "H", "H", "H", "H", "H", "H", "H", "H", "C", "C", "C", "F", "F", "F", "F", "O", "C", "C", "F", "F", "F", "F", "H", "H", "H", "H", "C", "C", "C", "F", "F", "F", "F", "O", "C", "C", "F", "F", "F", "F", "H", "H", "H", "H", "C", "C", "C", "F", "F", "F", "F", "O", "C", "C", "F", "F", "F", "F", "H", "H", "H", "H", "C", "C", "C", "F", "F", "F", "F", "O", "C", "C", "F", "F", "F", "F", "H", "H", "H", "H", "C", "C", "C", "F", "F", "F", "F", "O", "C", "C", "F", "F", "F", "F", "H", "H", "H", "H"],
  "coordinates": [[-3.05647, 7.97343, 2.95173], [-4.11880, 8.50743, 1.99340], [-5.37947, 7.62693, 1.91635], [-5.30145, 6.60776, 0.82132], [-6.69391, 6.13770, 0.41727], [-6.48531, 4.69224, -0.12034], [-7.15581, 4.28781, -1.44302], [-7.89250, 2.94877, -1.26105], [-6.86213, 1.78362, -1.20552], [-6.60693, 1.24277, 0.21816], [-7.29009, -0.10309, 0.49066], [-6.61326, -0.74550, 1.72766], [-5.43213, -1.61213, 1.29059], [-4.70143, -2.20091, 2.53452], [-3.86636, -3.84428, 2.11431], [-5.09778, -5.25807, 2.13557], [-3.03555, -3.78749, 0.41402], [-2.48904, -4.11944, 3.38521], [-2.80456, -3.92057, 4.73956], [-1.83443, -4.11214, 5.71670], [-0.54696, -4.50907, 5.36403], [-0.22629, -4.69120, 4.01932], [-1.18960, -4.50738, 3.03279], [-4.98245, 4.39606, 0.10830], [-3.99963, 4.59412, -1.00887], [-4.23670, 5.41792, -2.10034], [-3.28511, 5.60513, -3.08896], [-2.09811, 5.00117, -3.05350], [-1.86788, 4.22622, -1.99952], [-2.75712, 3.97482, -0.96617], [-4.68538, 5.33546, 1.27315], [-3.65285, 8.86763, 0.70552], [-2.74322, 7.97341, 0.07329], [-1.30469, 8.41277, 0.11397], [-0.38440, 7.62411, -0.58611], [0.96035, 7.96654, -0.63094], [1.40163, 9.11778, 0.01976], [0.48449, 9.89283, 0.72232], [-0.86634, 9.55110, 0.77195], [-2.31768, 8.73170, 3.17497], [-2.61672, 7.03202, 2.63683], [-3.57365, 7.76584, 3.88917], [-4.45395, 9.43719, 2.44932], [-6.25553, 8.23934, 1.73989], [-5.49801, 7.08287, 2.84480], [-4.92970, 6.95298, -0.06535], [-7.11387, 6.79051, -0.33898], [-7.30462, 6.07213, 1.30704], [-6.95728, 4.05869, 0.62575], [-6.43424, 4.10711, -2.23071], [-7.87728, 5.04047, -1.76019], [-8.49955, 2.95474, -0.35869], [-8.51839, 2.77498, -2.13121], [-5.91414, 2.15621, -1.59195], [-7.21098, 0.98908, -1.85496], [-6.94334, 1.93467, 0.99000], [-5.53702, 1.06254, 0.31935], [-7.10287, -0.75675, -0.35591], [-8.35578, 0.01640, 0.67041], [-7.32188, -1.35596, 2.28295], [-6.23801, 0.03660, 2.38690], [-4.71726, -0.97161, 0.77948], [-5.78409, -2.41701, 0.64830], [-3.90524, -1.50560, 2.79347], [-5.39416, -2.32662, 3.36325], [-5.84777, -5.06043, 1.36645], [-5.61850, -5.35685, 3.08588], [-4.63602, -6.21286, 1.89632], [-2.92455, -4.79012, 0.01301], [-3.63659, -3.18303, -0.26138], [-2.04945, -3.34286, 0.51901], [-3.79588, -3.59853, 5.02726], [-2.09097, -3.95253, 6.75430], [0.19799, -4.67902, 6.12491], [0.77275, -4.98694, 3.72845], [-0.96443, -4.63152, 1.98572], [-4.90024, 3.35766, 0.42271], [-5.18989, 5.92358, -2.19668], [-3.48395, 6.25437, -3.92752], [-0.89668, 3.75193, -1.95144], [-2.48978, 3.34333, -0.13414], [-5.17949, 4.92486, 2.14785], [-3.61805, 5.38786, 1.45565], [-3.02946, 7.93582, -0.98131], [-2.82662, 6.94833, 0.43059], [-0.72698, 6.73658, -1.10522], [1.64160, 7.35209, -1.19975], [2.44526, 9.37708, -0.05525], [0.84192, 10.78876, 1.20693], [-1.56078, 10.17562, 1.31257], [3.22249, -7.60788, -0.48295], [4.49480, -8.34800, -0.03053], [4.40642, -9.30123, 1.16780], [4.04101, -8.67935, 2.30446], [5.62958, -9.84438, 1.37845], [5.48834, -7.45421, 0.15841], [4.85917, -9.13474, -1.08013], [3.05807, -6.24976, -0.02973], [2.46610, -6.03065, 1.19661], [3.42228, -5.35594, 2.18910], [4.53612, -6.07951, 2.37808], [2.79397, -5.23128, 3.38522], [1.91066, -7.14316, 1.70053], [1.45346, -5.15438, 0.98895], [3.31851, -7.52071, -1.56219], [2.32007, -8.19489, -0.32404], [3.69783, -10.10955, 0.96680], [3.71020, -4.36794, 1.82413], [2.64525, 2.86871, 1.69442], [3.61708, 1.74596, 1.29839], [3.80650, 1.46089, -0.19313], [2.64775, 1.08371, -0.77520], [4.69060, 0.45055, -0.33514], [3.28280, 0.61235, 1.95073], [4.83974, 2.12902, 1.75658], [1.32744, 2.49800, 2.07727], [0.33479, 2.31268, 1.16218], [-0.17371, 0.86786, 1.13468], [0.82372, 0.01425, 0.86301], [-1.10957, 0.76016, 0.15777], [0.69162, 2.74797, -0.06117], [-0.71997, 3.08299, 1.55001], [3.06605, 3.29228, 2.60436], [2.64100, 3.67728, 0.96335], [4.19751, 2.34271, -0.70873], [-0.61743, 0.60394, 2.09721], [3.22258, -3.59811, -5.62701], [4.26838, -4.63837, -6.05905], [3.78747, -5.83980, -6.87575], [2.89249, -6.58070, -6.19071], [4.84852, -6.62789, -7.15828], [4.96041, -5.05740, -4.97841], [5.14533, -3.97662, -6.86560], [2.70123, -3.68390, -4.31101], [1.63487, -4.48905, -4.00864], [2.02415, -5.60288, -3.03462], [3.02610, -6.35624, -3.53944], [0.96735, -6.42271, -2.82311], [1.04268, -4.97295, -5.11549], [0.72142, -3.72048, -3.37489], [3.76053, -2.65173, -5.62773], [2.42995, -3.49149, -6.36786], [3.33684, -5.51122, -7.81658], [2.35233, -5.18453, -2.08185], [8.05707, -11.31130, 3.70898], [8.39627, -12.51742, 2.81868], [7.59036, -13.80290, 3.01618], [7.73834, -14.30138, 4.25909], [8.03266, -14.73527, 2.14072], [9.71756, -12.78153, 2.89952], [8.14631, -12.12247, 1.53764], [8.86380, -11.07837, 4.85149], [8.61689, -11.69798, 6.04939], [9.76532, -12.62163, 6.46748], [9.99776, -13.55651, 5.52727], [9.42701, -13.25097, 7.61491], [7.43265, -12.33687, 6.04807], [8.53973, -10.72785, 6.98756], [8.24661, -10.44179, 3.08193], [6.99457, -11.27247, 3.95030], [6.52830, -13.62362, 2.82554], [10.67679, -12.04117, 6.62314], [1.84034, 10.53929, -5.87698], [2.26422, 9.82914, -7.17247], [1.85431, 8.36565, -7.35039], [2.38204, 7.57984, -6.38890], [2.31097, 7.92476, -8.54311], [3.59496, 9.96362, -7.34606], [1.65507, 10.50377, -8.18784], [2.79118, 10.63638, -4.83031], [2.96337, 9.63382, -3.91532], [4.35923, 9.01026, -3.99404], [4.60005, 8.52534, -5.22390], [4.42595, 7.98341, -3.11177], [1.98997, 8.70567, -4.00427], [2.85727, 10.19132, -2.68689], [1.67674, 11.57461, -6.17087], [0.87818, 10.17631, -5.51471], [0.76499, 8.26658, -7.33671], [5.11968, 9.75411, -3.74886]],
  "e_homo_ev": -10.326,
  "orbital_gap_ev": 7.975,
  "total_charge": 1,
  "multiplicity": 1
}

=====

| no. | E_tot (eV) |
| --- | --- |
| 1 | -72124.492 |
| 2 | -91899.880 |
| 3 | -195208.708 |